Molecular formula: C5H6O
Method: DFT, the ωB97M-V functional and the def2-TZVPD basis

Output
Total energy (eV): -7327.6773
ΔE to the lowest compared entry with this formula, charge and spin (kcal/mol): 37.1
Orbital gap (eV): 10.14
E_HOMO (eV): -9.30
LUMO energy (eV): 0.8

Structure (ORCA input):
```
! RIJCOSX wB97M-V def2-TZVPD def2/J DEFGRID3
* xyz 0 1
C -0.612 -0.513 -1.474
C -0.398 -0.033 -0.082
O 1.997 0.073 1.695
C 0.190 1.276 0.456
C 0.845 0.216 1.361
C -0.206 -0.759 1.040
H 0.102 -0.018 -2.142
H -1.621 -0.327 -1.845
H -0.409 -1.587 -1.504
H -0.560 1.912 0.937
H 0.879 1.873 -0.147
H -0.374 -1.802 1.278
*
```